Here is an isolated molecule of C6H9NO2 at a distorted geometry from the Open Molecules 2025 dataset. Energies are from ωB97M-V/def2-TZVPD.

Properties
total charge	0
E_tot	-439.06510	Eh
relative energy (zero: lowest compared OMol25 entry of this formula, charge and spin)	132.6	kcal per mole
E_LUMO	0.0286	hartree
orbital gap	9.69	eV
HOMO level	-8.9	eV

```
18
Properties=species:S:1:pos:R:3:forces:R:3:lowdin_charge:R:1
C 1.31019 0.30414 -1.16449 1.149 6.166 -2.996 -0.1041
C 1.22448 -0.77761 -0.21784 1.898 -1.083 2.607 -0.5050
C 1.36491 -0.08770 1.17813 2.400 -2.947 1.015 -0.0659
O 0.07866 -1.51409 -0.14836 -1.730 -2.667 -0.672 0.0635
C -0.98385 -0.83041 0.05472 -5.703 2.100 -1.591 -0.3274
C -1.37544 0.47703 0.09587 2.586 5.576 1.748 -0.0984
C -2.76787 0.67593 0.01506 -1.108 -2.004 0.284 -0.1296
N -3.29303 -0.55309 -0.04990 0.006 1.367 -0.928 0.0383
O -2.23156 -1.43109 -0.19177 1.114 -1.018 1.024 -0.0075
H 0.98495 1.35766 -0.46006 1.024 -2.840 -2.994 0.1342
H 2.49261 0.45864 -1.36171 -2.811 -0.198 0.268 0.1231
H 0.75770 0.39139 -2.28087 1.354 -0.770 3.338 0.1533
H 2.05251 -1.57504 -0.38765 -1.327 1.412 0.499 0.1823
H 1.52486 -0.91866 1.96860 -1.061 1.293 -0.913 0.1199
H 2.40282 0.13490 1.03722 0.727 1.562 0.641 0.0625
H 0.69819 0.74067 1.48658 0.637 -0.829 -0.475 0.0774
H -0.83342 1.48871 0.39369 -0.579 -2.739 -0.965 0.1318
H -3.40672 1.65860 0.03277 1.425 -2.381 0.113 0.1515
```
Positions in Å, forces in eV/Å.